# 1
Formula: C10H32BF4O6Ti3
Source: the OMol25 dataset
Level of theory: ωB97M-V/def2-TZVPD

The geometry in ORCA input format:
```
! wB97M-V def2-TZVPD RIJCOSX def2/J DEFGRID3
* xyz 2 10
Ti -4.283 -0.378 0.394
Ti -1.868 -2.483 -1.177
Ti -2.966 -2.459 2.616
B -0.952 -0.261 0.387
F -1.208 -0.232 -1.010
F -0.653 1.029 0.805
F -2.122 -0.713 1.097
F 0.094 -1.108 0.683
C -3.691 2.145 -1.942
O -3.413 1.808 -0.571
H -3.074 2.968 -2.297
H -3.616 1.308 -2.639
H -4.720 2.500 -1.980
H -2.482 1.574 -0.457
C 1.985 2.256 1.982
O 2.021 0.841 1.777
H 2.749 2.818 1.453
H 1.038 2.641 1.583
H 1.974 2.511 3.044
H 1.101 0.577 1.740
C -3.475 1.238 4.845
C -2.574 0.732 3.733
O -2.205 -0.654 3.966
H -2.876 1.268 5.764
H -4.242 0.506 5.091
H -3.820 2.249 4.651
H -1.713 1.380 3.576
H -3.131 0.708 2.790
H -1.433 -0.698 4.542
C 1.851 -5.218 -1.185
C 0.988 -4.542 -0.168
O 0.470 -3.281 -0.692
H 2.753 -4.665 -1.432
H 1.286 -5.420 -2.098
H 2.110 -6.220 -0.836
H 1.415 -4.350 0.817
H 0.131 -5.186 0.064
H 0.675 -2.560 -0.086
C 3.952 -0.815 -2.398
C 3.237 -0.681 -1.069
O 4.008 0.193 -0.275
H 4.822 -1.464 -2.304
H 4.309 0.172 -2.694
H 3.315 -1.196 -3.197
H 3.142 -1.657 -0.569
H 2.223 -0.286 -1.239
H 3.517 0.416 0.529
C 1.469 2.315 -2.517
C 0.022 2.304 -2.946
O -0.232 3.236 -3.995
H 2.109 1.758 -3.199
H 1.625 1.859 -1.532
H 1.820 3.342 -2.423
H -0.671 2.517 -2.118
H -0.265 1.306 -3.296
H -0.525 4.057 -3.591
*
```

Results
LUMO energy (spin up / spin down): -7.68 / -8.04 eV
HOMO level (spin up / spin down): -13.216 / -13.700 eV
F_max: 2.8 eV Å⁻¹
Electronic energy: -104047.477 eV
Gap between HOMO and LUMO (spin up / spin down): 5.53 / 5.66 eV

These are the Löwdin partial charges, in e, on atoms 1 to 2: 0.886 1.010


# 2
Formula: C3H3BaO9
Source: the OMol25 dataset
Level of theory: ωB97M-V/def2-TZVPD

The geometry in ORCA input format:
```
! wB97M-V def2-TZVPD RIJCOSX def2/J DEFGRID3
* xyz -1 1
Ba 0.734 1.107 0.438
O -4.009 2.047 0.337
C -2.858 2.695 -0.040
O -3.109 3.846 -0.494
O -1.710 2.183 0.054
H -4.577 2.826 0.209
O 4.178 -1.297 2.075
C 3.084 -0.697 1.605
O 3.239 0.082 0.599
O 1.996 -0.781 2.222
H 4.914 -1.027 1.515
O -0.630 -3.266 -1.630
C -0.324 -1.928 -1.432
O -0.194 -1.322 -2.541
O -0.097 -1.408 -0.318
H -0.638 -3.060 -2.599
*
```

Results
LUMO energy: 1.80 eV
HOMO level: -5.772 eV
F_max: 3.0 eV Å⁻¹
Electronic energy: -22287.543 eV
Gap between HOMO and LUMO: 7.57 eV

These are the Löwdin partial charges, in e, on atoms 1 to 2: 2.045 0.046


# 3
Formula: HN2O3S
Source: the OMol25 dataset
Level of theory: ωB97M-V/def2-TZVPD

The geometry in ORCA input format:
```
! wB97M-V def2-TZVPD RIJCOSX def2/J DEFGRID3
* xyz -1 3
N -0.419 0.859 -0.032
N 0.770 1.191 0.115
O 1.088 2.388 0.272
O 2.742 -0.359 -0.992
O 1.067 -1.239 0.582
S 2.109 -0.248 0.381
H -0.352 -0.112 -0.073
*
```

Results
LUMO energy (spin up / spin down): 3.96 / 2.11 eV
HOMO level (spin up / spin down): -1.221 / -4.782 eV
F_max: 4.4 eV Å⁻¹
Electronic energy: -19969.998 eV
Gap between HOMO and LUMO (spin up / spin down): 5.18 / 6.89 eV

These are the Löwdin partial charges, in e, on atoms 1 to 2: -0.008 -0.566


# 4
Formula: C9H12BN
Source: the OMol25 dataset
Level of theory: ωB97M-V/def2-TZVPD

The geometry in ORCA input format:
```
! wB97M-V def2-TZVPD RIJCOSX def2/J DEFGRID3
* xyz 0 1
C 0.924 -2.173 0.597
C 1.210 -0.892 0.419
C 2.570 -0.325 0.702
C 3.036 0.848 0.157
C 2.052 1.531 -0.676
C 0.764 1.201 -0.738
C 0.232 0.134 -0.030
B -1.291 0.523 0.545
C -2.087 1.440 1.542
N -1.137 -0.260 -0.509
C -1.464 -1.036 -1.636
H -0.095 -2.498 0.421
H 1.578 -2.869 1.048
H 3.141 -0.794 1.529
H 3.884 1.353 0.342
H 2.409 2.373 -1.320
H 0.077 1.833 -1.356
H -1.991 0.917 2.511
H -3.093 1.479 1.179
H -1.707 2.413 1.809
H -0.563 -1.576 -1.936
H -2.168 -1.777 -1.070
H -1.968 -0.526 -2.419
*
```

Results
LUMO energy: 0.51 eV
HOMO level: -7.056 eV
F_max: 6.2 eV Å⁻¹
Electronic energy: -11691.341 eV
Structure (SMILES): C=C1C=CC=C[C@]12B(C)N2C
Gap between HOMO and LUMO: 7.57 eV

These are the Löwdin partial charges, in e, on atoms 1 to 2: 0.049 -0.240


Among the records above, which one has the highest electronic energy?
C9H12BN


electronic energy of number 3 (HN2O3S)?
-19969.998 eV


Among the records above, which one has the lowest electronic energy?
C10H32BF4O6Ti3


The highest F_max belongs to which entry?
C9H12BN